Record 1
DFT (wB97M-V/def2-TZVPD) results for the molecule C9H7NO.

XYZ file:
```
18
Properties=species:S:1:pos:R:3
C 0.658 0.819 0.096
C -0.824 1.097 -0.430
C 1.066 -0.453 0.509
C 3.061 0.845 0.016
C -1.235 -0.915 0.695
H -3.788 0.620 -0.273
C 2.501 -0.633 0.147
H -3.325 -0.893 -1.059
H -1.990 -1.594 1.081
C -3.002 0.094 -0.820
H 4.119 1.048 -0.206
H 1.760 2.639 -0.123
C 2.060 1.674 0.018
N -1.694 0.097 -0.064
H -2.898 0.952 -1.561
O 3.011 -1.690 -0.202
H 0.436 -2.277 1.391
C 0.084 -1.431 0.785
```

Summary:
- Gap between HOMO and LUMO (spin up / spin down): 0.2216 / 0.2480 Eh
- Multiplicity: 3
- Energy: -12976.38901 eV
- Maximum force: 0.1466 Eh/bohr
- ⟨S²⟩: 2.071
- LUMO (spin up / spin down): 0.0 / -2.0 eV

Here are the Löwdin charges for atoms 1 to 8, given in e:
1. C -0.05
2. C 0.18
3. C -0.21
4. C -0.01
5. C -0.11
6. H 0.08
7. C -0.33
8. H 0.08



Record 2
DFT (wB97M-V/def2-TZVPD) results for a cluster of 6 separate species, C28H72N4O9 in total.

XYZ file:
```
113
Properties=species:S:1:pos:R:3
H -1.467 -4.412 -0.693
H 3.873 3.278 0.223
H -8.609 1.737 -0.927
H -6.347 -0.421 -2.550
H 0.548 1.040 -1.714
O -6.785 0.937 -1.105
H 8.978 5.987 -2.396
H -3.909 -0.807 3.811
H 1.635 -2.853 1.330
C -1.138 -2.117 0.995
C -2.340 -1.525 1.690
C -1.609 2.261 -2.405
N 0.053 -1.502 1.606
H 0.128 4.285 2.994
H -2.404 -5.637 0.180
H 5.315 2.705 0.792
C -2.407 -4.957 -0.678
H 7.468 3.710 0.207
H -0.952 2.136 2.545
H -8.635 0.121 -1.619
O -0.541 1.855 -3.218
C 1.405 0.732 -3.715
H -3.243 3.943 1.949
H 7.224 2.480 -5.048
H -3.297 -1.741 1.198
H -0.356 -0.144 -2.635
H 4.990 4.713 -1.306
H -3.446 -4.960 6.905
C -6.135 -0.264 -1.489
C 6.962 4.076 -0.697
H 2.717 -0.745 2.181
H -1.075 -3.201 1.147
H -2.175 3.038 -2.916
H -2.942 -1.643 4.916
H 0.004 -1.808 2.572
H 5.790 4.881 1.618
C 1.301 -1.876 0.959
H -2.372 -3.898 6.074
C -2.876 -1.145 3.939
H 4.357 5.690 0.846
H 0.632 4.235 1.244
C -2.799 -5.702 4.925
H 5.961 6.278 0.498
H 6.921 1.981 -3.428
H 2.816 0.107 -2.406
C -5.849 -3.811 -0.347
O -2.476 -2.135 2.994
C -1.403 3.945 1.503
C 2.407 -0.874 1.132
H -8.066 1.585 -2.587
H 3.939 0.560 -0.332
H -0.158 5.681 1.951
H -2.335 1.961 1.293
C 5.484 4.330 -0.413
H -3.510 -4.121 4.024
H -6.837 -4.257 -0.450
H 1.593 1.778 -4.000
C 8.771 5.070 -1.850
C -1.626 -5.854 3.978
H -1.175 -1.902 -0.074
N 2.492 -0.153 -3.333
H -1.330 2.708 -1.444
O -3.510 -4.086 -0.566
H -1.468 4.209 0.437
C 4.283 -0.476 -0.316
H -5.624 -3.607 0.707
H -0.655 2.104 0.844
O 3.529 -1.389 0.435
H 8.672 4.239 -2.553
H -2.286 1.418 -2.227
C 3.612 -0.031 -4.272
C -4.727 -4.745 -0.807
H -1.692 -5.358 6.715
H -2.273 -0.437 1.734
H -1.887 -6.476 3.123
H 1.090 -1.896 -0.114
H 1.003 0.416 -4.689
H 5.340 -0.428 -0.028
O 7.521 5.269 -1.197
H -0.836 -6.455 4.451
C 5.396 5.376 0.731
H 2.101 0.124 0.798
H -5.064 -0.107 -1.326
O -2.512 4.506 2.236
H -2.102 -0.380 4.006
N 4.835 3.076 -0.021
H -4.861 -5.149 -1.814
H 3.145 -0.005 -5.259
H 3.847 2.120 -4.085
O -3.857 -5.002 4.207
C -8.102 1.071 -1.626
O 5.564 1.386 -4.844
C -6.517 -1.474 -0.642
H 9.551 4.876 -1.110
H -7.605 -1.530 -0.738
H -2.445 -5.526 -1.612
C -2.592 -4.959 6.232
C 4.436 1.196 -3.994
C 6.417 2.375 -4.317
H 4.366 -0.841 -1.346
C -1.394 2.419 1.590
H -4.853 -2.354 -1.314
H 7.020 3.327 -1.499
H -4.777 -5.621 -0.143
H -3.236 -6.692 5.071
H -6.195 -1.308 0.390
H 4.761 1.174 -2.942
C -0.096 4.596 1.973
H 5.957 3.357 -4.193
N -5.828 -2.632 -1.219
C 0.255 0.758 -2.738
H -1.164 -4.918 3.664
H 4.316 -0.868 -4.232
```

Summary:
- Gap between HOMO and LUMO: 0.3467 Eh
- Multiplicity: 1
- SMILES: COC[C@H](C)N.COCCNCCOC.COCCNCCOC.COCCNCCOC.CC(C)O.CC(C)O
- ΔE to the lowest compared entry with this formula, charge and spin: 0.000 eV
- Energy: -54585.58932 eV
- Maximum force: 0.0395 Eh/bohr
- LUMO: 0.4 eV

Here are the Löwdin charges for atoms 1 to 8, given in e:
1. H 0.07
2. H 0.07
3. H 0.09
4. H 0.13
5. H 0.12
6. O -0.20
7. H 0.09
8. H 0.09



Record 3
DFT (wB97M-V/def2-TZVPD) results for the molecule C9H9NS.

XYZ file:
```
20
Properties=species:S:1:pos:R:3
H 1.103 0.407 -2.096
C -0.396 -0.089 -0.637
S -2.055 -0.932 1.494
C 0.568 -0.362 -1.562
H 0.704 -3.807 -1.290
H -0.881 2.985 1.755
C -0.974 -1.188 0.101
H -0.438 2.183 -0.900
C 0.129 2.601 1.863
C 0.937 -1.686 -1.765
H -1.472 1.466 0.420
C 0.282 -2.774 -1.104
C 0.468 1.589 0.855
H 1.819 -1.841 -2.471
H -1.228 -3.219 0.447
N 0.265 1.219 2.186
H 1.586 1.469 0.629
H 0.833 3.163 2.362
C -0.611 1.317 -0.129
C -0.637 -2.501 -0.157
```

Summary:
- Gap between HOMO and LUMO (spin up / spin down): 0.1874 / 0.1837 Eh
- Multiplicity: 1
- ΔE to the lowest compared entry with this formula, charge and spin: 5.266 eV
- Energy: -21798.69279 eV
- Maximum force: 0.0833 Eh/bohr
- LUMO (spin up / spin down): -2.7 / -2.7 eV

Here are the Löwdin charges for atoms 1 to 8, given in e:
1. H 0.11
2. C -0.23
3. S 0.71
4. C -0.07
5. H 0.13
6. H 0.12
7. C -0.60
8. H 0.17



Record 4
DFT (wB97M-V/def2-TZVPD) results for a structure of composition C29H52GeN9OPSi3Ti.

XYZ file:
```
97
Properties=species:S:1:pos:R:3
H -2.410 0.465 -5.493
C -3.151 3.433 -3.480
H -4.604 0.082 -3.914
H 1.964 -2.149 1.039
H -4.041 -3.187 0.938
C -1.736 2.532 1.592
H -3.583 -0.861 -0.209
C -4.062 -3.526 -0.098
C -0.735 -1.458 2.489
H 2.802 -2.684 -1.025
C 0.413 -4.734 -3.426
H -2.817 -6.059 -1.787
P 1.990 2.705 0.331
H -1.823 -5.369 1.036
H -2.216 4.677 1.922
C 2.057 1.669 -3.478
C 2.239 -1.122 1.203
C -1.939 2.058 -1.868
C -3.778 -0.291 0.697
C -2.868 -0.760 1.808
H 0.499 -0.885 4.155
H -0.350 6.187 1.376
C 2.171 1.037 1.044
C 0.237 2.926 0.812
H 1.626 -3.831 -0.337
H 2.487 1.761 -4.460
H 0.421 5.631 -0.120
H 4.093 -1.152 2.424
H -0.845 -0.330 -5.351
H 0.139 -1.918 2.043
N -0.302 4.123 1.138
H 0.065 0.451 3.082
H -3.601 -3.292 -4.250
Si -2.342 -3.807 -0.865
H 1.285 -5.172 -3.919
C -4.150 -0.450 -3.074
H 4.799 2.139 1.579
C 4.207 1.661 2.358
N 0.136 4.549 -2.621
H 2.541 -1.392 -3.579
H 2.763 4.540 -2.486
H -1.965 -3.247 -4.914
H 1.327 -1.836 -4.793
H 4.015 3.587 -1.661
Si -2.467 -1.145 -3.611
H -4.812 -0.454 0.999
C -1.558 3.882 1.614
H -3.251 -2.294 -5.660
H -3.185 -1.751 2.140
C 1.691 2.120 -1.367
N -4.069 3.616 -4.150
C -1.243 -4.675 0.422
C -2.028 3.180 -2.659
H 2.639 -2.944 -4.406
C 0.301 5.435 0.941
H -3.648 0.764 0.479
H 3.675 2.432 2.912
N -1.797 1.130 -1.173
H -4.655 -2.815 -0.676
H 3.904 3.559 -3.428
C 1.946 -2.216 -3.977
N 3.266 0.715 1.780
H 1.275 5.477 1.427
H 2.779 -4.363 -1.559
Ti -0.283 0.273 -0.244
H -1.275 1.001 -4.267
H -3.737 -4.833 -2.655
H -0.758 -3.960 1.092
C 1.125 0.802 -2.989
H -0.458 -5.251 -0.074
H 0.597 0.013 -3.492
O -1.483 -0.883 1.406
H 0.051 -5.453 -2.689
C 3.313 -0.643 1.886
N 0.910 1.078 -1.670
C 3.330 3.610 -2.507
H -1.338 -2.254 2.932
N 2.423 2.478 -2.444
H -4.833 -1.251 -2.784
H -4.594 -4.480 -0.112
H 4.872 1.138 3.039
H -0.361 -4.602 -4.182
C -1.660 0.118 -4.778
C -0.863 3.967 -2.668
C -2.851 -2.645 -4.705
C -2.758 -5.060 -2.229
Si 0.918 -3.087 -2.633
N -0.607 1.932 1.103
H -2.929 -0.085 2.668
C 2.146 -3.528 -1.250
C -0.306 -0.457 3.555
H -2.040 -5.096 -3.045
H -2.593 1.974 1.923
H -4.085 0.253 -2.245
H -1.124 -0.196 4.226
N 1.520 -0.082 0.681
Ge -1.062 -1.872 -1.708
```

Summary:
- Gap between HOMO and LUMO (spin up / spin down): 0.2271 / 0.2258 Eh
- Multiplicity: 2
- Charge: +1
- ΔE to the lowest compared entry with this formula, charge and spin: 1.233 eV
- Energy: -158925.76278 eV
- Maximum force: 0.0643 Eh/bohr
- ⟨S²⟩: 0.762
- LUMO (spin up / spin down): -3.4 / -3.4 eV

Here are the Löwdin charges for atoms 1 to 8, given in e:
1. H 0.04
2. C -0.22
3. H 0.04
4. H 0.10
5. H 0.01
6. C -0.08
7. H 0.03
8. C -0.21